(1)
ORCA calculation (wB97M-V/def2-TZVPD) on a 7-piece molecular cluster, C19H52O7 overall at a distorted geometry.

Last columns: bonded neighbours and bond lengths (Å).
Geometry (Å):
1 C -0.9568 0.0113 -2.8183  C2 1.523, H4 1.090, H5 1.090, H6 1.090
2 C -1.1083 -0.2555 -1.3267  C1 1.523, O3 1.461, H7 1.090, H8 1.090
3 O -0.4323 0.9240 -0.7919  C2 1.461, H9 0.960
4 H -1.5756 -0.7658 -3.2670  C1 1.090
5 H 0.0500 -0.1802 -3.1894  C1 1.090
6 H -1.3795 0.9619 -3.1435  C1 1.090
7 H -0.5641 -1.1873 -1.1723  C2 1.090
8 H -2.1151 -0.3634 -0.9234  C2 1.090
9 H -1.0996 1.6130 -0.7521  O3 0.960
10 C 4.2013 -4.0930 -4.8835  C11 1.589, H13 1.090, H14 1.090, H15 1.090
11 C 3.7873 -5.6196 -4.7266  C10 1.589, O12 1.409, H16 1.090, H17 1.090
12 O 4.1938 -6.3733 -5.8452  C11 1.409, H18 0.960
13 H 3.5580 -3.6016 -5.6134  C10 1.090
14 H 5.2346 -4.0781 -5.2299  C10 1.090
15 H 4.1519 -3.4720 -3.9891  C10 1.090
16 H 2.7385 -5.7588 -4.4644  C11 1.090
17 H 4.3267 -6.0812 -3.8995  C11 1.090
18 H 3.4357 -6.9486 -5.9715  O12 0.960
19 C 2.8347 -5.8666 1.9621  C20 1.544, H23 1.090, H24 1.090, H25 1.090
20 C 1.4977 -6.6041 2.1920  C19 1.544, C21 1.561, O22 1.429, H26 1.090
21 C 1.6092 -7.9739 2.9324  C20 1.561, H27 1.090, H28 1.090, H29 1.090
22 O 0.6760 -5.7482 2.9883  C20 1.429, H30 0.960
23 H 3.5003 -5.7656 2.8193  C19 1.090
24 H 2.6395 -4.8626 1.5851  C19 1.090
25 H 3.3922 -6.4782 1.2527  C19 1.090
26 H 0.8898 -6.6172 1.2873  C20 1.090
27 H 1.9399 -7.7147 3.9382  C21 1.090
28 H 2.3957 -8.6161 2.5360  C21 1.090
29 H 0.6594 -8.3893 3.2693  C21 1.090
30 H 0.9422 -4.8292 2.9092  O22 0.960
31 C 2.3234 5.4965 -4.2150  C32 1.576, H35 1.090, H36 1.090, H37 1.090
32 C 3.1092 5.7360 -2.8700  C31 1.576, C33 1.553, O34 1.413, H38 1.090
33 C 4.6188 5.4756 -3.1243  C32 1.553, H39 1.090, H40 1.090, H41 1.090
34 O 2.9876 7.0702 -2.4224  C32 1.413, H42 0.960
35 H 2.3633 4.4311 -4.4417  C31 1.090
36 H 2.7301 6.1525 -4.9846  C31 1.090
37 H 1.2992 5.8107 -4.0142  C31 1.090
38 H 2.8009 5.0066 -2.1210  C32 1.090
39 H 5.1725 5.7813 -2.2366  C33 1.090
40 H 4.7984 6.1639 -3.9502  C33 1.090
41 H 4.8274 4.4580 -3.4548  C33 1.090
42 H 3.4022 7.1466 -1.5600  O34 0.960
43 C -7.4296 -4.7451 1.5644  C44 1.568, H47 1.090, H48 1.090, H49 1.090
44 C -6.4973 -3.4844 1.5704  C43 1.568, C45 1.561, O46 1.512, H50 1.090
45 C -7.0708 -2.2495 0.8062  C44 1.561, H51 1.090, H52 1.090, H53 1.090
46 O -6.3676 -3.0344 3.0080  C44 1.512, H54 0.960
47 H -7.5171 -5.0612 0.5249  C43 1.090
48 H -8.4441 -4.4579 1.8409  C43 1.090
49 H -7.1512 -5.6031 2.1762  C43 1.090
50 H -5.5212 -3.7209 1.1467  C44 1.090
51 H -7.5279 -2.5500 -0.1366  C45 1.090
52 H -6.2014 -1.6926 0.4565  C45 1.090
53 H -7.6729 -1.6466 1.4859  C45 1.090
54 H -6.1371 -3.8417 3.4735  O46 0.960
55 C 3.7692 1.0644 3.3217  C56 1.545, H59 1.090, H60 1.090, H61 1.090
56 C 2.7680 0.4984 4.3526  C55 1.545, C57 1.507, O58 1.414, H62 1.090
57 C 2.0179 1.4976 5.1949  C56 1.507, H63 1.090, H64 1.090, H65 1.090
58 O 1.8625 -0.3750 3.7072  C56 1.414, H66 0.960
59 H 3.3746 1.9246 2.7808  C55 1.090
60 H 4.2058 0.3264 2.6488  C55 1.090
61 H 4.5289 1.6258 3.8655  C55 1.090
62 H 3.4499 -0.0145 5.0308  C56 1.090
63 H 1.4437 0.8653 5.8721  C57 1.090
64 H 1.3667 2.1231 4.5843  C57 1.090
65 H 2.6405 2.0646 5.8869  C57 1.090
66 H 1.5192 0.1630 2.9900  O58 0.960
67 C -2.2894 8.0241 0.3338  C68 1.491, H71 1.090, H72 1.090, H73 1.090
68 C -2.9512 6.6930 0.4498  C67 1.491, C69 1.582, O70 1.397, H74 1.090
69 C -4.5071 6.9142 0.6306  C68 1.582, H75 1.090, H76 1.090, H77 1.090
70 O -2.7189 5.8790 -0.6611  C68 1.397, H78 0.960
71 H -1.2108 7.9742 0.4830  C67 1.090
72 H -2.6064 8.8022 1.0281  C67 1.090
73 H -2.4079 8.4667 -0.6553  C67 1.090
74 H -2.5887 6.3314 1.4120  C68 1.090
75 H -4.8737 7.6399 -0.0954  C69 1.090
76 H -4.7975 7.2293 1.6328  C69 1.090
77 H -5.1311 6.0522 0.3949  C69 1.090
78 H -3.1821 6.3225 -1.3755  O70 0.960

Charge = 0
Orbital gap = 10.31 eV
DFT total energy = -34875.123 eV
SMILES = CC(C)O.CC(C)O.CC(C)O.CC(C)O.CC(C)O.CCO.CCO
Energy relative to the best compared isomer or geometry (same formula, charge and spin) = 368.0 kJ/mol
HOMO = -9.97 eV
E_LUMO = 0.341 eV
Maximum force = 3.066 eV Å⁻¹

=====

(2)
ORCA calculation (wB97M-V/def2-TZVPD) on a 11-piece molecular cluster, C19H55N22O13 overall at a distorted geometry.

Last columns: bonded neighbours and bond lengths (Å).
Geometry (Å):
1 C -2.2902 -1.9346 -1.8744  C2 1.501, H15 1.076, H16 1.082, H17 1.086
2 C -1.5082 -3.0969 -1.3367  C1 1.501, O3 1.205, O4 1.353
3 O -1.9783 -3.8985 -0.5688  C2 1.205
4 O -0.2468 -3.1606 -1.8213  C2 1.353, C5 1.435
5 C 0.7506 -3.6484 -0.9119  O4 1.435, C6 1.503, H18 1.083, H19 1.075
6 C 0.7461 -3.0630 0.4720  C5 1.503, C7 1.539, H20 1.088, H21 1.083
7 C 1.0859 -1.5640 0.5529  C6 1.539, C8 1.545, N14 1.493, H22 1.083
8 C 0.8085 -0.5882 -0.6127  C7 1.545, C9 1.592, H23 1.070, H24 1.072
9 C 0.4851 0.7414 0.2015  C8 1.592, C10 1.516, H25 1.077, H26 1.086
10 C 0.9050 0.4439 1.6270  C9 1.516, O11 1.417, N14 1.471, H27 1.079
11 O 0.4739 1.3239 2.6504  C10 1.417, C12 1.284
12 C -0.8007 1.3421 2.8034  O11 1.284, N13 1.170
13 N -1.9471 1.2315 3.0078  C12 1.170
14 N 0.5818 -0.9765 1.8294  C7 1.493, C10 1.471, H28 1.023, H29 1.026
15 H -3.3174 -2.2271 -2.0049  C1 1.076
16 H -2.1882 -1.0633 -1.2411  C1 1.082
17 H -1.9005 -1.6821 -2.8564  C1 1.086
18 H 0.7330 -4.7269 -0.8171  C5 1.083
19 H 1.6974 -3.3937 -1.3538  C5 1.075
20 H -0.1679 -3.2561 1.0300  C6 1.088
21 H 1.5214 -3.5919 1.0123  C6 1.083
22 H 2.1669 -1.5554 0.6172  C7 1.083
23 H -0.0115 -0.7806 -1.2720  C8 1.070
24 H 1.7664 -0.3782 -1.0470  C8 1.072
25 H 1.0690 1.5966 -0.0954  C9 1.077
26 H -0.5736 0.9774 0.1551  C9 1.086
27 H 1.9806 0.5302 1.6301  C10 1.079
28 H -0.4336 -1.0909 1.7787  N14 1.023
29 H 1.0452 -1.4619 2.6049  N14 1.026
30 C 4.4128 -1.9298 -2.2704  O31 1.230, N32 1.364, N33 1.358
31 O 3.4472 -1.9894 -1.5109  C30 1.230
32 N 4.5102 -2.7283 -3.3715  C30 1.364, H34 1.002, H35 1.005
33 N 5.4402 -1.0627 -2.0751  C30 1.358, H36 1.002, H37 1.002
34 H 5.2807 -2.6967 -4.0118  N32 1.002
35 H 3.7515 -3.3614 -3.5561  N32 1.005
36 H 5.3869 -0.4553 -1.2796  N33 1.002
37 H 6.2305 -0.9925 -2.6873  N33 1.002
38 C 0.9808 2.0736 -3.2433  O39 1.231, N40 1.354, N41 1.365
39 O 1.7385 1.7466 -2.3298  C38 1.231
40 N 0.4111 3.2995 -3.3256  C38 1.354, H42 1.011, H43 1.009
41 N 0.6594 1.2174 -4.2570  C38 1.365, H44 1.002, H45 1.004
42 H -0.1949 3.5781 -4.0847  N40 1.011
43 H 0.6115 3.9548 -2.5850  N40 1.009
44 H 1.0639 0.3004 -4.2382  N41 1.002
45 H 0.0417 1.4639 -5.0087  N41 1.004
46 C 1.6007 -3.1529 4.9491  O47 1.234, N48 1.359, N49 1.355
47 O 1.8164 -2.5384 3.9012  C46 1.234
48 N 0.4192 -3.7761 5.1970  C46 1.359, H50 1.003, H51 1.002
49 N 2.5380 -3.2468 5.9229  C46 1.355, H52 1.003, H53 1.002
50 H 0.2265 -4.2810 6.0414  N48 1.003
51 H -0.2897 -3.7284 4.4902  N48 1.002
52 H 3.4192 -2.7959 5.7615  N49 1.003
53 H 2.3947 -3.7399 6.7837  N49 1.002
54 C 3.3073 -6.3004 -0.9149  O55 1.226, N56 1.364, N57 1.364
55 O 2.2354 -6.0960 -1.4730  C54 1.226
56 N 4.2962 -5.3636 -0.8474  C54 1.364, H58 1.002, H59 1.003
57 N 3.5865 -7.4898 -0.3084  C54 1.364, H60 1.003, H61 1.002
58 H 5.1747 -5.5204 -0.3921  N56 1.002
59 H 4.1215 -4.4703 -1.2696  N56 1.003
60 H 2.8785 -8.1991 -0.3409  N57 1.003
61 H 4.4515 -7.6868 0.1568  N57 1.002
62 C -1.3990 1.7431 7.3211  O63 1.217, N64 1.365, N65 1.373
63 O -0.6483 1.8560 8.2726  C62 1.217
64 N -2.6397 2.3109 7.2837  C62 1.365, H66 1.002, H67 1.003
65 N -1.0464 1.0326 6.2001  C62 1.373, H68 1.002, H69 1.004
66 H -3.2670 2.2264 6.5069  N64 1.002
67 H -2.9259 2.8376 8.0873  N64 1.003
68 H -0.1415 0.6028 6.2020  N65 1.002
69 H -1.6410 0.9216 5.3992  N65 1.004
70 C 0.2965 5.1969 0.3236  O71 1.223, N72 1.360, N73 1.374
71 O 0.6178 5.4661 -0.8248  C70 1.223
72 N 1.1682 5.1070 1.3633  C70 1.360, H74 1.004, H75 1.003
73 N -1.0163 4.9681 0.6606  C70 1.374, H76 1.001, H77 1.001
74 H 0.8922 4.9062 2.3077  N72 1.004
75 H 2.1404 5.2646 1.1752  N72 1.003
76 H -1.6952 5.0416 -0.0716  N73 1.001
77 H -1.3232 4.7585 1.5905  N73 1.001
78 C 1.8699 4.1105 5.4382  O79 1.223, N80 1.371, N81 1.363
79 O 2.1971 4.7292 4.4356  C78 1.223
80 N 0.6346 3.5344 5.5860  C78 1.371, H82 1.003, H83 1.000
81 N 2.7106 3.9544 6.5001  C78 1.363, H84 1.002, H85 1.002
82 H 0.3457 3.0363 6.4078  N80 1.003
83 H -0.0142 3.6399 4.8322  N80 1.000
84 H 3.6201 4.3700 6.4292  N81 1.002
85 H 2.4642 3.4605 7.3361  N81 1.002
86 C 0.6470 -4.3019 -5.4095  O87 1.220, N88 1.371, N89 1.365
87 O -0.0441 -3.3759 -5.8012  C86 1.220
88 N 1.4183 -5.0494 -6.2619  C86 1.371, H90 1.001, H91 1.002
89 N 0.7087 -4.6614 -4.0938  C86 1.365, H92 1.009, H93 1.005
90 H 1.9893 -5.8164 -5.9648  N88 1.001
91 H 1.3920 -4.8084 -7.2342  N88 1.002
92 H 0.1447 -4.1316 -3.4463  N89 1.009
93 H 1.2719 -5.4155 -3.7422  N89 1.005
94 C -3.0502 3.8993 -3.7723  O95 1.229, N96 1.371, N97 1.355
95 O -2.2627 3.6789 -4.6893  C94 1.229
96 N -2.6486 3.9983 -2.4655  C94 1.371, H98 1.001, H99 1.005
97 N -4.3801 4.0581 -3.9759  C94 1.355, H100 1.000, H101 1.009
98 H -3.2867 4.1755 -1.7145  N96 1.001
99 H -1.6704 3.8823 -2.2691  N96 1.005
100 H -4.7043 3.9883 -4.9197  N97 1.000
101 H -5.0552 4.2367 -3.2469  N97 1.009
102 C -8.0500 4.3585 -3.7426  O103 1.225, N104 1.363, N105 1.364
103 O -6.9640 4.1755 -3.2066  C102 1.225
104 N -9.2195 4.3056 -3.0455  C102 1.363, H106 1.002, H107 1.002
105 N -8.1727 4.6286 -5.0735  C102 1.364, H108 1.002, H109 1.002
106 H -10.1197 4.4514 -3.4598  N104 1.002
107 H -9.1610 4.1092 -2.0647  N104 1.002
108 H -7.3319 4.6774 -5.6153  N105 1.002
109 H -9.0516 4.7811 -5.5291  N105 1.002

Charge = +1
Orbital gap = 8.89 eV
DFT total energy = -80000.041 eV
HOMO = -10.98 eV
E_LUMO = -2.091 eV
Maximum force = 3.358 eV Å⁻¹

=====

(3)
ORCA calculation (wB97M-V/def2-TZVPD) on a 9-piece molecular cluster, C19H55O9S8 overall at a distorted geometry.

Last columns: bonded neighbours and bond lengths (Å).
Geometry (Å):
1 C -13.1038 0.3376 2.9231  C2 1.536, H5 1.089, H6 1.097, H7 1.099
2 C -14.3510 1.1585 3.2838  C1 1.536, C3 1.533, O4 1.352, H8 1.129
3 C -13.9608 2.6139 3.5644  C2 1.533, H9 1.096, H10 1.100, H11 1.086
4 O -15.3356 1.0214 2.3679  C2 1.352
5 H -13.4390 -0.6786 2.7203  C1 1.089
6 H -12.3071 0.4378 3.6705  C1 1.097
7 H -12.7454 0.6861 1.9442  C1 1.099
8 H -14.6992 0.7438 4.2748  C2 1.129
9 H -13.4726 3.0434 2.6817  C3 1.096
10 H -13.2360 2.6733 4.3894  C3 1.100
11 H -14.8508 3.1742 3.8340  C3 1.086
12 C -16.0550 -2.0486 2.0393  S13 1.777, H16 1.099, H17 1.090, H18 1.092
13 S -16.1924 -1.9785 0.2691  C12 1.777, O14 1.483, C15 1.789
14 O -16.9983 -3.1369 -0.1879  S13 1.483
15 C -17.2816 -0.5619 0.3534  S13 1.789, H19 1.088, H20 1.090, H21 1.098
16 H -15.6196 -1.0965 2.3725  C12 1.099
17 H -15.4315 -2.8783 2.3710  C12 1.090
18 H -17.0701 -2.1434 2.4308  C12 1.092
19 H -18.1954 -0.8302 0.8805  C15 1.088
20 H -17.4896 -0.2924 -0.6819  C15 1.090
21 H -16.7318 0.2482 0.8496  C15 1.098
22 C -12.6228 3.4605 8.7996  S23 1.799, H26 1.091, H27 1.088, H28 1.088
23 S -13.8603 2.1906 8.4959  C22 1.799, O24 1.480, C25 1.807
24 O -15.0085 2.9137 7.9043  S23 1.480
25 C -13.0396 1.4030 7.0916  S23 1.807, H29 1.089, H30 1.091, H31 1.089
26 H -12.3686 3.9220 7.8442  C22 1.091
27 H -11.7358 3.0550 9.2828  C22 1.088
28 H -13.1410 4.2089 9.3958  C22 1.088
29 H -13.8157 0.9087 6.5088  C25 1.089
30 H -12.3014 0.6676 7.4155  C25 1.091
31 H -12.5702 2.1917 6.5063  C25 1.089
32 C -15.5492 -2.1348 5.4557  S33 1.808, H36 1.095, H37 1.090, H38 1.085
33 S -17.2837 -1.6792 5.6836  C32 1.808, O34 1.482, C35 1.786
34 O -17.6059 -2.0171 7.0903  S33 1.482
35 C -17.0094 0.0832 5.5893  S33 1.786, H39 1.087, H40 1.093, H41 1.092
36 H -15.0731 -1.8733 6.4060  C32 1.095
37 H -15.1339 -1.4674 4.7007  C32 1.090
38 H -15.4450 -3.2041 5.3065  C32 1.085
39 H -17.9552 0.5840 5.7820  C35 1.087
40 H -16.6276 0.3555 4.6022  C35 1.093
41 H -16.2881 0.3601 6.3609  C35 1.092
42 C -8.9909 1.6108 4.9288  S43 1.793, H46 1.091, H47 1.087, H48 1.092
43 S -8.6276 2.5204 3.4274  C42 1.793, O44 1.478, C45 1.780
44 O -8.8672 3.9587 3.6675  S43 1.478
45 C -10.0257 1.9313 2.4959  S43 1.780, H49 1.091, H50 1.089, H51 1.089
46 H -9.9035 1.9887 5.3912  C42 1.091
47 H -8.1441 1.6773 5.6071  C42 1.087
48 H -9.1416 0.5675 4.6452  C42 1.092
49 H -10.9543 2.3469 2.8904  C45 1.091
50 H -10.1254 0.8471 2.4926  C45 1.089
51 H -9.8686 2.2969 1.4822  C45 1.089
52 C -14.0911 7.9359 -0.1596  S53 1.801, H56 1.091, H57 1.093, H58 1.087
53 S -14.8760 7.2070 1.2883  C52 1.801, O54 1.481, C55 1.799
54 O -16.3035 7.0194 0.9401  S53 1.481
55 C -14.0876 5.5955 1.1609  S53 1.799, H59 1.087, H60 1.091, H61 1.087
56 H -13.5657 7.2076 -0.7796  C52 1.091
57 H -13.3302 8.6552 0.1533  C52 1.093
58 H -14.8383 8.4492 -0.7591  C52 1.087
59 H -13.0097 5.7159 1.0828  C55 1.087
60 H -14.4937 5.1520 0.2503  C55 1.091
61 H -14.4066 5.0159 2.0233  C55 1.087
62 C -13.2979 6.0154 5.0056  S63 1.796, H66 1.095, H67 1.092, H68 1.088
63 S -14.6765 6.0710 6.1560  C62 1.796, O64 1.479, C65 1.767
64 O -14.8542 7.4892 6.5346  S63 1.479
65 C -15.8939 5.5904 4.9686  S63 1.767, H69 1.088, H70 1.087, H71 1.093
66 H -13.5837 6.6453 4.1567  C62 1.095
67 H -13.1228 5.0057 4.6292  C62 1.092
68 H -12.3571 6.4115 5.3831  C62 1.088
69 H -16.8772 5.8506 5.3544  C65 1.088
70 H -15.7928 4.5136 4.8570  C65 1.087
71 H -15.8352 6.0446 3.9762  C65 1.093
72 C -17.4282 3.6305 2.2576  S73 1.784, H76 1.090, H77 1.091, H78 1.090
73 S -19.0362 4.1188 2.8557  C72 1.784, O74 1.481, C75 1.782
74 O -18.8335 4.7369 4.1860  S73 1.481
75 C -19.3015 5.4384 1.6881  S73 1.782, H79 1.092, H80 1.093, H81 1.090
76 H -17.4771 3.1461 1.2829  C72 1.090
77 H -17.0293 2.8964 2.9588  C72 1.091
78 H -16.7752 4.5011 2.2002  C72 1.090
79 H -20.2642 5.8998 1.9157  C75 1.092
80 H -19.3871 4.9984 0.6918  C75 1.093
81 H -18.5214 6.1988 1.7102  C75 1.090
82 C -11.7645 -2.6589 2.6948  S83 1.817, H86 1.085, H87 1.091, H88 1.090
83 S -12.5626 -2.9054 1.0809  C82 1.817, O84 1.480, C85 1.819
84 O -11.4919 -2.7733 0.0670  S83 1.480
85 C -12.7909 -4.6822 1.3980  S83 1.819, H89 1.089, H90 1.090, H91 1.087
86 H -11.3388 -1.6624 2.7495  C82 1.085
87 H -10.9977 -3.4343 2.7294  C82 1.091
88 H -12.4757 -2.7823 3.5114  C82 1.090
89 H -11.9461 -5.2132 0.9625  C85 1.089
90 H -13.7098 -5.0099 0.9122  C85 1.090
91 H -12.8722 -4.8521 2.4685  C85 1.087

Charge = -1
Orbital gap = 6.68 eV
DFT total energy = -125698.882 eV
Energy relative to the best compared isomer or geometry (same formula, charge and spin) = 0.0 kJ/mol
HOMO = -4.84 eV
E_LUMO = 1.843 eV
Maximum force = 1.023 eV Å⁻¹